Model a:
DFT (wB97M-V/def2-TZVPD) results for a cluster of 2 separate species, C2H10N2O2 in total.

```
16
Properties=species:S:1:pos:R:3:mulliken_charge:R:1
N 1.2135 -0.8022 0.8697 -0.561
C 2.3746 -0.1993 1.4256 -0.169
O 2.6878 -0.7933 2.7005 -0.539
H 1.1631 -0.9354 -0.1281 0.244
H 0.4169 -0.3000 1.2435 0.200
H 3.2531 -0.2982 0.7889 0.313
H 2.3045 0.8630 1.6627 0.222
H 2.2489 -1.6463 2.6067 0.296
N -2.5155 0.6404 -0.5774 -0.563
C -1.9155 0.3341 -1.8413 -0.177
O -0.7002 1.0668 -2.1818 -0.522
H -2.2780 -0.0105 0.1526 0.212
H -3.5080 0.5910 -0.6967 0.239
H -1.6646 -0.7176 -1.9893 0.233
H -2.5741 0.6528 -2.6501 0.295
H -0.5067 1.5547 -1.3856 0.278
```

Calculated values
* SMILES string: NCO.NCO
* HOMO energy: -9.879 eV

Model b:
DFT (wB97M-V/def2-TZVPD) results for a cluster of 2 separate species, C2H10N2O2 in total.

```
16
Properties=species:S:1:pos:R:3:mulliken_charge:R:1
C 1.7820 -0.0016 1.2849 -0.683
N 0.5670 -0.6423 0.8332 -0.272
O 0.1428 -1.4424 1.9655 -0.483
H 2.0375 0.7476 0.5288 0.258
H 2.6195 -0.6832 1.4705 0.237
H 1.6645 0.4610 2.2798 0.269
H -0.4165 -0.2254 0.3265 0.474
H 0.0579 -2.3348 1.5912 0.314
C -0.1687 1.2849 -1.3646 -0.524
O -1.4613 0.5491 -0.6542 -0.409
N -1.9442 -0.7376 -1.0773 -0.451
H -0.6213 2.1911 -1.7608 0.276
H 0.2660 0.6344 -2.1201 0.297
H 0.4842 1.5848 -0.5486 0.203
H -2.1277 -0.6818 -2.0814 0.254
H -2.8817 -0.7038 -0.6733 0.241
```

Calculated values
* SMILES string: CNO.CON
* HOMO energy: -7.686 eV

Model c:
DFT (wB97M-V/def2-TZVPD) results for a cluster of 2 separate species, C2H10N2O2 in total.

```
16
Properties=species:S:1:pos:R:3:mulliken_charge:R:1
N 1.4410 0.8575 -2.1617 -0.520
C 0.8002 -0.4141 -2.0059 -0.172
O 1.2244 -1.1232 -0.8245 -0.569
H 0.8781 1.6623 -1.9476 0.239
H 2.3396 0.9417 -1.7139 0.221
H -0.2636 -0.2516 -1.9448 0.275
H 1.1207 -1.0996 -2.7845 0.213
H 0.9007 -0.6153 -0.0592 0.348
N -2.2286 0.1200 2.1468 -0.509
C -0.9516 -0.3199 1.7120 -0.367
O -0.1970 0.6598 0.9509 -0.567
H -2.2116 0.7741 2.9108 0.223
H -2.7730 0.4212 1.3514 0.237
H -0.3649 -0.6271 2.5485 0.368
H -0.9977 -1.1783 1.0603 0.308
H 0.3314 1.2183 1.5325 0.274
```

Calculated values
* SMILES string: NCO.NCO
* HOMO energy: -9.004 eV

If you had to bet on the most stable structure above, which would it be? Bet on model c.